No. 1
{
  "formula": "C5H13NO",
  "method": "ωB97M-V/def2-TZVPD",
  "energy_ha": -328.23537,
  "homo_energy_ha": -0.35498,
  "gap_ev": 10.56,
  "lumo_ev": 0.90,
  "fmax_ev_per_a": 3.63,
  "mol_weight_da": 103.16,
  "de_lowest_kj_mol": 219.2,
  "elements": ["C", "O", "C", "C", "C", "C", "N", "H", "H", "H", "H", "H", "H", "H", "H", "H", "H", "H", "H", "H"],
  "xyz": [[-1.48199, -0.05829, 0.78459], [-1.75855, -0.32508, 2.23920], [-0.24874, -0.82566, 0.23195], [0.83951, 0.07290, -0.37280], [0.34766, 0.99414, -1.51499], [1.57638, 0.71735, 0.78276], [-0.71279, -1.90989, -0.76293], [-1.30329, 1.04419, 0.62563], [-2.30500, -0.21934, 0.08553], [-0.92019, -0.69645, 2.58481], [0.10072, -1.37481, 1.01182], [1.43032, -0.62114, -1.00385], [0.76742, 0.73799, -2.45542], [0.63769, 2.05996, -1.30648], [-0.67180, 0.93611, -1.74964], [2.17689, 0.00640, 1.46727], [0.84639, 1.27106, 1.36959], [2.10215, 1.63939, 0.53378], [-1.48377, -1.48584, -1.15052], [0.06098, -1.96300, -1.40028]],
  "atomic_forces_ev_per_a": [[1.1, 1.2, 0.6], [0.8, 0.0, -2.3], [-2.3, 0.3, -2.6], [-0.1, -1.3, -1.0], [1.1, 1.7, 1.4], [0.5, 0.5, 0.8], [2.2, 0.8, 2.8], [0.0, -0.8, 0.7], [-0.6, -0.6, 0.9], [-0.8, 0.3, -0.3], [1.6, -1.4, 2.4], [0.6, 0.1, 1.2], [1.0, -0.3, -0.7], [-0.5, -0.9, -0.3], [-1.8, 0.1, 0.3], [-0.9, 1.2, -1.3], [-0.6, -0.6, 0.7], [1.1, -0.5, -0.6], [-2.0, 0.6, -1.9], [-0.2, -0.3, -0.8]]
}

No. 2
{
  "formula": "C6H15NO3",
  "method": "ωB97M-V/def2-TZVPD",
  "energy_ha": -518.07434,
  "homo_energy_ha": -0.35286,
  "gap_ev": 10.37,
  "lumo_ev": 0.77,
  "fmax_ev_per_a": 3.23,
  "mol_weight_da": 149.19,
  "de_lowest_kj_mol": 120.4,
  "elements": ["C", "C", "C", "C", "C", "C", "N", "O", "O", "O", "H", "H", "H", "H", "H", "H", "H", "H", "H", "H", "H", "H", "H", "H", "H"],
  "xyz": [[-0.43028, -0.04194, 0.29226], [1.42696, -1.85612, -0.20310], [-0.07592, 1.63917, 0.25662], [0.85092, -0.66642, 0.78758], [-1.61006, -0.40264, 1.18554], [-1.32505, 2.49827, 0.14923], [1.98237, -1.28786, -1.40140], [-0.79641, -0.37747, -1.03483], [0.45979, -2.82306, -0.53366], [0.68126, 1.84142, -0.95469], [-0.46746, 0.35998, -1.59974], [-0.29980, -2.32742, -0.89544], [1.52087, 1.34913, -0.89097], [2.21471, -2.35933, 0.36354], [0.52189, 1.97761, 1.10925], [2.47353, -2.03380, -1.89758], [1.21171, -1.04691, -2.02258], [0.69791, -1.14855, 1.75764], [1.68469, 0.02610, 0.93066], [-2.56742, -0.17688, 0.70550], [-1.58771, 0.14840, 2.13006], [-1.62970, -1.47359, 1.41059], [-1.88797, 2.48911, 1.08726], [-1.06982, 3.54188, -0.07399], [-1.97901, 2.15094, -0.65775]],
  "atomic_forces_ev_per_a": [[0.1, 3.2, 0.7], [-0.8, 1.4, 1.1], [-0.9, -1.5, -0.7], [1.4, -2.7, -1.2], [-0.4, 0.2, 0.1], [0.0, 0.1, -0.1], [0.5, 0.2, -0.5], [0.3, 0.4, -0.6], [-0.7, -0.1, 0.5], [0.0, -0.3, 0.4], [-0.1, -0.5, 0.3], [0.4, -0.3, 0.1], [-0.3, 0.1, 0.0], [-0.1, 0.0, -0.2], [-0.1, -0.5, 0.1], [0.0, 0.3, 0.2], [0.1, 0.1, 0.2], [-0.1, 0.1, -0.1], [-0.1, 0.1, -0.2], [0.2, 0.1, -0.1], [0.2, -0.1, 0.0], [0.2, 0.1, 0.0], [0.1, -0.1, -0.1], [0.1, -0.2, 0.1], [0.1, 0.0, 0.1]]
}

No. 3
{
  "formula": "C6H12Cl2N2O",
  "method": "ωB97M-V/def2-TZVPD",
  "energy_ha": -1340.82899,
  "homo_energy_ha": -0.31607,
  "gap_ev": 9.19,
  "lumo_ev": 0.59,
  "fmax_ev_per_a": 7.29,
  "mol_weight_da": 199.08,
  "de_lowest_kj_mol": 0.0,
  "elements": ["C", "C", "C", "C", "C", "C", "N", "N", "O", "Cl", "Cl", "H", "H", "H", "H", "H", "H", "H", "H", "H", "H", "H", "H"],
  "xyz": [[0.23018, -0.46266, 0.50286], [-0.42812, 0.85807, 0.19865], [-1.78397, -0.87434, -0.49586], [0.44542, 1.68034, -0.85428], [-0.67957, 1.78874, 1.41277], [0.75399, -2.67982, -0.59115], [-0.23269, -1.33444, -0.55635], [-1.67667, 0.48457, -0.42774], [-2.51603, -1.28564, -1.62632], [-2.52844, -1.77223, 0.96597], [-3.10295, 1.39708, -0.20591], [1.31526, -0.34610, 0.21183], [0.08378, -0.91509, 1.53560], [1.17627, 2.30341, -0.28912], [-0.10802, 2.41473, -1.38197], [0.90957, 1.10986, -1.57236], [-1.45581, 1.37854, 2.08556], [-1.14604, 2.67628, 1.19440], [0.28944, 1.93558, 1.96399], [1.66330, -2.28294, -0.37477], [0.60849, -3.14638, -1.60084], [0.35405, -3.36811, 0.23085], [-3.17741, -2.07143, -1.44057]],
  "atomic_forces_ev_per_a": [[2.3, -0.8, -0.5], [0.7, 3.1, 0.1], [1.3, -4.7, -2.2], [-0.6, 1.1, 3.2], [1.3, -2.9, 1.4], [-7.3, -0.3, -0.1], [-0.7, 0.6, 0.1], [-0.4, -0.1, -0.3], [-1.4, -1.6, 1.1], [-0.3, 0.2, 0.2], [0.4, -0.4, -0.1], [-0.7, 0.1, 1.3], [0.1, 0.9, -0.9], [-0.1, -0.7, -0.3], [-1.1, 0.6, -0.4], [1.1, -1.7, -1.4], [0.7, -0.5, 0.0], [-0.4, 2.5, -1.2], [-1.0, 0.0, -0.4], [2.6, 1.0, 0.4], [0.4, 0.5, 1.1], [0.9, 0.7, -1.1], [2.3, 2.4, -0.1]]
}

No. 4
{
  "formula": "C3H3CrO3",
  "method": "ωB97M-V/def2-TZVPD",
  "energy_ha": -1385.83212,
  "total_charge": 1,
  "homo_energy_ha": [-0.43695, -0.43720],
  "gap_ev": [4.86, 5.25],
  "lumo_ev": [-7.03, -6.65],
  "multiplicity": 5,
  "fmax_ev_per_a": 3.73,
  "mol_weight_da": 139.05,
  "de_lowest_kj_mol": 404.3,
  "elements": ["C", "C", "O", "O", "C", "H", "H", "H", "O", "Cr"],
  "xyz": [[-1.12044, 0.42643, 0.05103], [1.20013, 0.34371, -0.38789], [-0.09482, 0.78249, -0.71937], [-1.08127, -0.63753, 0.72272], [1.58913, -0.94451, -0.76115], [1.94023, 1.10900, -0.67395], [1.64028, -0.28183, 0.66419], [1.02520, -1.76793, -0.29922], [-2.10260, 1.21027, 0.12943], [-2.99584, -0.24009, 1.27421]],
  "atomic_forces_ev_per_a": [[2.6, 1.3, -1.4], [2.1, -2.4, -1.8], [-2.5, 1.2, 1.8], [-1.6, -0.9, 1.1], [1.6, -0.5, 2.8], [-0.9, 0.3, 0.6], [-0.2, 1.2, -1.4], [-1.0, 0.1, -1.4], [-1.7, -0.9, 0.6], [1.5, 0.7, -0.9]]
}

No. 5
{
  "formula": "C26H27N3O6RhS",
  "method": "ωB97M-V/def2-TZVPD",
  "energy_ha": -2131.16303,
  "total_charge": 1,
  "homo_energy_ha": -0.39932,
  "gap_ev": 6.63,
  "lumo_ev": -4.24,
  "fmax_ev_per_a": 0.51,
  "mol_weight_da": 612.49,
  "de_lowest_kj_mol": 123.1,
  "elements": ["Rh", "O", "C", "C", "C", "C", "C", "C", "C", "O", "N", "N", "C", "C", "C", "C", "C", "C", "C", "O", "H", "H", "H", "H", "H", "H", "H", "H", "H", "H", "O", "C", "O", "C", "N", "C", "C", "C", "H", "H", "H", "H", "H", "H", "H", "H", "H", "C", "S", "O", "C", "C", "C", "C", "C", "C", "H", "H", "H", "H", "H", "H", "H", "H"],
  "xyz": [[-0.73928, -1.07441, -0.04055], [2.07474, 1.48212, 3.61513], [2.95975, 1.39718, 2.60356], [4.11710, 2.17142, 2.70153], [5.06107, 2.14533, 1.69649], [4.87380, 1.35409, 0.56282], [3.72352, 0.60406, 0.45117], [2.75118, 0.61026, 1.45885], [1.49145, -0.12133, 1.23046], [1.19915, -0.45454, 0.01338], [0.67403, -0.30915, 2.23784], [-0.52681, -0.86386, 1.82895], [-1.53626, -0.90328, 2.64502], [-2.87274, -1.24428, 2.30228], [-3.86039, -1.03803, 3.29206], [-5.17949, -1.29423, 3.03542], [-5.54959, -1.77877, 1.77131], [-4.61671, -2.00782, 0.78999], [-3.25769, -1.75239, 1.02781], [-2.38863, -2.06931, 0.09775], [1.37032, 0.82004, 3.46399], [4.25511, 2.77131, 3.59051], [5.95972, 2.73952, 1.79734], [5.62363, 1.32484, -0.21492], [3.55124, -0.01209, -0.42100], [-1.31326, -0.62082, 3.66999], [-3.55775, -0.66073, 4.26111], [-5.92908, -1.12336, 3.79423], [-6.59305, -1.97560, 1.56262], [-4.90028, -2.38319, -0.18280], [-2.39992, 2.66792, -0.31999], [-1.54317, 1.81286, -0.16834], [-1.81698, 0.55589, -0.14769], [-0.10840, 2.32117, 0.04263], [-0.25980, 3.77515, 0.41633], [0.79200, 4.58961, -0.30135], [1.68671, 3.54874, -0.96485], [0.75538, 2.36558, -1.21671], [0.38484, 1.81971, 0.86776], [-0.21791, 3.90383, 1.42462], [-1.23293, 3.98474, 0.10990], [1.30574, 5.21418, 0.42437], [0.27912, 5.22645, -1.01824], [2.49579, 3.25446, -0.29328], [2.13006, 3.93592, -1.87983], [1.28633, 1.42764, -1.34495], [0.12324, 2.53667, -2.09153], [-0.31098, -1.00658, -4.72676], [-0.79858, -0.84116, -3.00210], [-2.27559, -0.89295, -2.96016], [-0.19873, -2.44472, -2.44699], [-1.11622, -3.47981, -2.30776], [-0.65609, -4.73926, -1.95176], [0.69952, -4.95274, -1.74656], [1.60938, -3.90908, -1.87807], [1.16347, -2.64487, -2.22424], [-0.81075, -1.88817, -5.12529], [0.77117, -1.10251, -4.79593], [-0.65069, -0.10868, -5.23859], [-2.16754, -3.27167, -2.45936], [-1.35758, -5.55378, -1.83413], [1.05268, -5.93795, -1.47323], [2.66280, -4.08176, -1.70496], [1.85883, -1.81780, -2.30528]],
  "atomic_forces_ev_per_a": [[0.3, -0.4, 0.1], [0.0, 0.0, 0.0], [0.0, 0.0, 0.0], [0.0, 0.0, 0.0], [0.0, 0.0, 0.0], [0.0, 0.0, 0.0], [0.0, 0.0, 0.0], [0.0, 0.0, 0.0], [0.2, 0.0, 0.1], [-0.2, 0.1, 0.0], [-0.1, 0.0, 0.1], [0.0, 0.2, 0.0], [-0.1, -0.1, 0.0], [0.1, 0.1, 0.0], [-0.2, 0.0, 0.0], [0.1, 0.0, 0.1], [0.0, 0.0, -0.1], [-0.1, 0.0, 0.1], [0.2, -0.2, 0.1], [-0.3, 0.2, -0.1], [0.0, 0.0, 0.0], [0.0, 0.0, 0.0], [0.0, 0.0, 0.0], [0.0, 0.0, 0.0], [0.0, 0.0, 0.0], [0.0, 0.0, 0.0], [0.0, 0.0, 0.0], [0.0, 0.0, 0.0], [0.0, 0.0, 0.0], [0.0, 0.0, 0.0], [-0.1, 0.0, -0.1], [0.0, 0.0, 0.2], [0.0, 0.0, -0.2], [-0.1, 0.0, 0.0], [0.0, 0.0, 0.0], [0.0, 0.0, 0.0], [0.0, 0.0, 0.0], [0.0, 0.0, 0.0], [0.0, 0.0, 0.0], [0.0, 0.0, 0.0], [0.0, 0.0, 0.0], [0.0, 0.0, 0.0], [0.0, 0.0, 0.0], [0.0, 0.0, 0.0], [0.0, 0.0, 0.0], [0.0, 0.0, 0.0], [0.0, 0.0, 0.0], [0.0, 0.0, 0.0], [0.1, 0.1, -0.2], [-0.1, 0.0, 0.0], [0.0, -0.1, -0.1], [0.0, 0.0, 0.0], [0.0, 0.0, 0.0], [0.0, 0.0, 0.0], [0.0, 0.0, 0.0], [0.0, 0.0, 0.1], [0.0, 0.0, 0.0], [0.0, 0.0, 0.0], [0.0, 0.0, 0.0], [0.0, 0.0, 0.0], [0.0, 0.0, 0.0], [0.0, 0.0, 0.0], [0.0, 0.0, 0.0], [0.0, 0.0, 0.0]]
}